one.
Here is 17 unconnected molecules or ions with the total composition C68H187N17O17 from OMol25. Energies are from ωB97M-V/def2-TZVPD.

Summary:
E_HOMO in Ha: -0.323
E_LUMO in eV: 0.4
Molecular weight in u: 1515.35
2S+1: 1

Geometry as XYZ:
```
289
Properties=species:S:1:pos:R:3:lowdin_charge:R:1
C 1.87 -1.16 7.20 -0.046
C 0.84 -1.57 6.16 -0.439
C -0.18 -0.47 5.84 -0.223
O -0.86 0.09 6.92 -0.214
C -1.57 -0.82 7.80 -0.070
N 1.55 -1.92 4.93 0.030
H 2.62 -1.95 7.34 0.079
H 1.42 -0.95 8.17 0.068
H 2.26 -0.20 6.82 0.089
H 0.36 -2.54 6.40 0.146
H -0.92 -0.82 5.15 0.102
H 0.40 0.30 5.42 0.105
H -2.02 -1.60 7.21 0.066
H -2.44 -0.19 8.23 0.120
H -0.98 -1.27 8.55 0.063
H 1.10 -2.56 4.30 0.066
H 1.91 -1.11 4.37 0.075
C -3.76 1.56 5.44 -0.049
C -3.13 2.96 5.63 -0.387
C -4.16 4.09 5.45 -0.222
O -4.75 3.89 4.19 -0.209
C -5.73 4.85 3.88 -0.126
N -2.71 3.12 7.07 0.032
H -3.12 0.71 5.67 0.054
H -3.99 1.47 4.37 0.051
H -4.77 1.51 5.94 0.108
H -2.23 3.10 5.00 0.114
H -3.65 5.08 5.56 0.132
H -4.93 3.99 6.23 0.128
H -5.97 4.64 2.83 0.068
H -5.39 5.92 3.92 0.094
H -6.62 4.89 4.54 0.088
H -2.11 3.95 7.09 0.069
H -2.10 2.33 7.24 0.044
C -5.41 3.00 -1.88 -0.061
C -4.31 3.40 -0.91 -0.413
C -3.25 4.33 -1.56 -0.178
O -2.48 3.55 -2.50 -0.215
C -1.89 4.52 -3.41 -0.087
N -4.85 4.02 0.32 0.051
H -6.07 2.28 -1.32 0.068
H -4.90 2.37 -2.61 0.063
H -6.00 3.74 -2.41 0.076
H -3.80 2.47 -0.61 0.123
H -2.53 4.70 -0.76 0.127
H -3.70 5.09 -2.12 0.098
H -1.29 5.21 -2.83 0.075
H -2.60 5.05 -4.03 0.084
H -1.18 4.01 -4.08 0.083
H -5.03 3.30 1.03 0.066
H -5.74 4.41 0.03 0.075
C 2.01 6.42 -0.57 -0.066
C 2.75 5.42 -1.48 -0.389
C 2.35 4.02 -1.07 -0.220
O 0.96 3.96 -1.24 -0.192
C 0.37 2.77 -0.70 -0.049
N 2.65 5.70 -2.95 0.045
H 1.02 6.63 -0.91 0.057
H 2.51 7.44 -0.38 0.105
H 1.99 6.11 0.47 0.047
H 3.82 5.60 -1.16 0.141
H 2.52 3.92 0.00 0.097
H 2.75 3.14 -1.59 0.126
H -0.71 2.78 -0.88 0.091
H 0.61 2.74 0.30 0.036
H 0.72 1.86 -1.14 0.070
H 2.55 6.74 -2.99 0.096
H 1.82 5.25 -3.36 0.076
C 4.15 -2.33 -3.20 -0.065
C 5.47 -2.55 -2.49 -0.448
C 5.24 -2.95 -1.01 -0.203
O 4.31 -4.01 -1.02 -0.197
C 4.03 -4.41 0.27 -0.131
N 6.31 -3.54 -3.10 0.022
H 4.42 -2.13 -4.25 0.079
H 3.59 -1.42 -2.94 0.071
H 3.51 -3.20 -3.13 0.051
H 6.10 -1.61 -2.49 0.150
H 4.79 -2.09 -0.47 0.115
H 6.15 -3.21 -0.48 0.118
H 4.92 -4.64 0.84 0.081
H 3.40 -5.35 0.24 0.108
H 3.44 -3.67 0.79 0.061
H 6.37 -3.34 -4.09 0.069
H 5.90 -4.50 -2.95 0.108
C -4.41 -2.27 -3.32 -0.072
C -3.95 -1.07 -4.13 -0.410
C -2.44 -1.10 -4.31 -0.215
O -1.71 -1.17 -3.10 -0.209
C -1.82 0.00 -2.30 -0.058
N -4.62 -0.92 -5.49 0.037
H -5.49 -2.37 -3.18 0.079
H -3.95 -2.25 -2.33 0.057
H -4.13 -3.28 -3.69 0.084
H -4.30 -0.23 -3.52 0.115
H -2.19 -0.24 -4.93 0.107
H -2.23 -1.95 -4.88 0.102
H -2.82 0.15 -1.93 0.071
H -1.63 0.80 -3.02 0.085
H -0.99 0.01 -1.64 0.061
H -4.77 0.09 -5.67 0.077
H -5.51 -1.43 -5.53 0.059
C 0.74 -5.82 -1.78 -0.040
C 0.44 -4.50 -2.48 -0.400
C 0.81 -4.37 -3.94 -0.160
O 0.29 -5.51 -4.74 -0.201
C 0.46 -5.27 -6.18 -0.068
N -0.97 -4.07 -2.19 0.063
H 1.79 -5.98 -1.62 0.062
H 0.33 -6.69 -2.32 0.083
H 0.20 -5.77 -0.81 0.068
H 1.00 -3.66 -2.01 0.117
H 1.93 -4.33 -4.08 0.131
H 0.29 -3.58 -4.34 0.079
H -0.08 -4.42 -6.47 0.049
H 0.07 -6.16 -6.60 0.072
H 1.48 -5.29 -6.48 0.079
H -1.19 -3.19 -2.51 0.000
H -1.61 -4.79 -2.60 0.096
C 3.21 3.44 -7.22 -0.061
C 2.76 4.83 -7.55 -0.451
C 1.79 5.39 -6.53 -0.179
O 0.62 4.56 -6.29 -0.231
C -0.16 4.14 -7.38 -0.142
N 3.97 5.69 -7.55 0.047
H 3.20 3.20 -6.08 0.114
H 4.22 3.24 -7.46 0.067
H 2.57 2.75 -7.69 0.033
H 2.30 4.91 -8.54 0.137
H 1.54 6.38 -6.83 0.110
H 2.41 5.41 -5.58 0.119
H 0.48 3.47 -8.11 0.102
H -0.56 5.04 -7.98 0.106
H -1.06 3.56 -7.00 0.093
H 4.31 5.68 -6.60 0.012
H 3.71 6.66 -7.50 0.061
C -2.66 -6.22 6.69 -0.080
C -3.77 -5.19 6.33 -0.425
C -4.86 -5.87 5.46 -0.199
O -5.85 -4.91 5.14 -0.239
C -6.64 -5.25 4.05 -0.108
N -4.24 -4.49 7.55 0.054
H -1.87 -5.67 7.17 0.055
H -2.19 -6.68 5.72 0.107
H -2.99 -7.10 7.28 0.079
H -3.19 -4.51 5.69 0.124
H -5.31 -6.73 6.03 0.139
H -4.40 -6.20 4.49 0.121
H -7.14 -6.22 4.25 0.103
H -5.98 -5.16 3.18 0.087
H -7.35 -4.46 3.98 0.077
H -5.01 -3.86 7.39 0.061
H -4.50 -5.20 8.20 0.054
C -0.85 7.31 2.57 -0.052
C -1.55 6.16 1.77 -0.472
C -0.88 4.81 1.91 -0.195
O -0.67 4.49 3.31 -0.190
C -0.08 3.20 3.41 -0.102
N -2.91 6.14 2.24 0.049
H -0.93 7.06 3.70 0.101
H -1.56 8.15 2.24 0.098
H 0.17 7.56 2.33 0.044
H -1.46 6.42 0.69 0.131
H 0.04 4.81 1.33 0.100
H -1.45 3.98 1.46 0.121
H 0.61 3.10 2.62 0.046
H -0.90 2.48 3.33 0.071
H 0.29 3.02 4.40 0.087
H -3.30 5.25 1.85 0.056
H -2.76 5.90 3.21 0.054
C 5.27 -2.61 2.80 -0.058
C 5.47 -3.53 4.02 -0.469
C 6.92 -3.66 4.33 -0.231
O 7.58 -4.21 3.22 -0.210
C 9.00 -4.01 3.14 -0.089
N 4.76 -2.95 5.08 0.053
H 4.18 -2.50 2.66 0.073
H 5.76 -2.91 1.89 0.041
H 5.74 -1.68 3.11 0.075
H 5.09 -4.54 3.65 0.156
H 7.11 -4.30 5.18 0.123
H 7.42 -2.73 4.53 0.116
H 9.23 -2.95 3.43 0.095
H 9.24 -4.31 2.10 0.091
H 9.62 -4.66 3.80 0.085
H 4.96 -3.36 5.97 0.074
H 3.77 -2.94 5.04 0.036
C -5.06 -0.45 0.12 -0.043
C -6.27 -0.37 1.12 -0.376
C -5.81 -0.37 2.59 -0.219
O -5.19 -1.59 2.92 -0.194
C -4.97 -1.68 4.34 -0.039
N -7.06 0.88 0.81 0.033
H -4.54 -1.40 0.10 0.063
H -4.36 0.37 0.32 0.072
H -5.55 -0.28 -0.83 0.056
H -6.92 -1.22 0.98 0.125
H -6.68 -0.26 3.20 0.113
H -5.21 0.50 2.73 0.102
H -4.02 -1.31 4.53 0.054
H -5.16 -2.68 4.62 0.066
H -5.71 -1.03 4.75 0.076
H -7.45 0.80 -0.14 0.072
H -7.91 0.78 1.35 0.061
C -2.18 -6.17 1.28 -0.029
C -3.31 -6.25 0.21 -0.406
C -4.58 -6.99 0.57 -0.189
O -4.50 -8.42 0.56 -0.177
C -4.50 -9.00 -0.69 -0.140
N -3.68 -4.88 -0.24 0.049
H -1.75 -7.12 1.51 0.067
H -2.59 -5.80 2.24 0.071
H -1.42 -5.44 1.03 0.048
H -2.99 -6.78 -0.64 0.103
H -5.33 -6.63 -0.11 0.111
H -4.84 -6.74 1.60 0.113
H -5.36 -8.57 -1.25 0.096
H -4.63 -10.07 -0.49 0.096
H -3.59 -8.86 -1.28 0.079
H -2.83 -4.41 -0.56 0.038
H -4.29 -4.86 -1.01 0.039
C 7.20 4.09 -5.29 -0.043
C 5.92 4.33 -4.50 -0.439
C 6.01 3.79 -3.03 -0.184
O 6.86 4.64 -2.26 -0.215
C 7.05 4.11 -0.95 -0.102
N 5.38 5.64 -4.62 0.045
H 7.91 4.83 -4.94 0.080
H 7.05 4.15 -6.33 0.062
H 7.69 3.17 -5.07 0.066
H 5.16 3.66 -4.96 0.115
H 6.38 2.81 -3.03 0.095
H 5.04 3.85 -2.55 0.093
H 6.00 4.05 -0.42 0.106
H 7.76 4.83 -0.51 0.089
H 7.46 3.09 -1.07 0.085
H 4.53 5.72 -4.04 0.043
H 6.11 6.33 -4.47 0.090
C 2.29 -0.46 -5.47 -0.075
C 1.29 0.25 -6.36 -0.441
C 0.51 -0.76 -7.23 -0.190
O 1.52 -1.46 -7.95 -0.175
C 0.95 -2.42 -8.77 -0.139
N 0.38 1.02 -5.51 0.064
H 2.89 -1.06 -6.12 0.053
H 1.85 -1.24 -4.82 0.071
H 2.89 0.29 -4.82 0.112
H 1.82 0.94 -7.08 0.126
H -0.16 -0.27 -7.89 0.112
H -0.13 -1.44 -6.55 0.146
H 0.13 -2.12 -9.47 0.105
H 0.61 -3.32 -8.20 0.075
H 1.76 -2.76 -9.37 0.080
H -0.45 1.02 -6.11 0.046
H 0.65 2.02 -5.52 0.064
C 4.36 1.25 1.03 -0.033
C 3.58 1.05 2.42 -0.397
C 3.67 2.29 3.29 -0.209
O 3.05 3.30 2.49 -0.244
C 3.22 4.62 3.05 -0.087
N 2.18 0.65 2.27 0.081
H 5.32 1.80 1.17 0.076
H 3.69 1.83 0.34 0.058
H 4.62 0.29 0.53 0.060
H 4.18 0.24 2.94 0.133
H 4.70 2.58 3.56 0.128
H 3.22 2.20 4.26 0.106
H 2.81 4.59 4.14 0.115
H 2.60 5.31 2.45 0.067
H 4.27 4.98 3.16 0.091
H 1.82 1.12 1.46 0.049
H 2.16 -0.36 2.08 0.061
C -1.59 0.04 2.21 -0.053
C -1.58 -1.21 1.37 -0.418
C -0.19 -1.66 0.93 -0.171
O 0.41 -0.58 0.24 -0.235
C 1.42 -0.90 -0.66 -0.118
N -2.18 -2.27 2.22 0.073
H -1.25 0.95 1.68 0.069
H -0.92 -0.06 3.11 0.082
H -2.56 0.25 2.61 0.051
H -2.23 -1.08 0.46 0.125
H -0.31 -2.48 0.23 0.113
H 0.41 -1.92 1.84 0.125
H 2.13 -1.61 -0.27 0.075
H 1.91 -0.07 -0.98 0.036
H 0.90 -1.39 -1.62 0.129
H -3.15 -1.98 2.41 0.049
H -2.13 -3.10 1.66 0.039
```

=====

two.
Here is 17 unconnected molecules or ions with the total composition C68H187N17O17 from OMol25. Energies are from ωB97M-V/def2-TZVPD.

Summary:
E_HOMO in Ha: -0.305
E_LUMO in eV: 0.2
Molecular weight in u: 1515.35
2S+1: 1

Geometry as XYZ:
```
289
Properties=species:S:1:pos:R:3:lowdin_charge:R:1
C -2.90 3.21 0.47 -0.054
C -3.58 2.16 -0.35 -0.420
C -5.07 1.96 -0.02 -0.183
O -5.06 1.66 1.38 -0.229
C -6.31 1.87 2.00 -0.105
N -3.46 2.48 -1.78 0.046
H -1.88 3.40 0.12 0.057
H -2.87 3.04 1.55 0.060
H -3.39 4.19 0.42 0.092
H -3.07 1.19 -0.31 0.117
H -5.56 1.18 -0.60 0.104
H -5.61 2.91 -0.18 0.127
H -6.67 2.90 1.94 0.087
H -6.14 1.72 3.07 0.082
H -7.06 1.21 1.56 0.088
H -3.96 3.35 -1.98 0.086
H -4.03 1.83 -2.32 0.017
C 2.73 3.83 5.06 -0.047
C 4.21 4.25 5.25 -0.415
C 4.87 3.42 6.34 -0.206
O 4.13 3.60 7.54 -0.193
C 4.80 3.02 8.63 -0.122
N 4.80 3.97 3.95 0.038
H 2.70 2.80 4.70 0.072
H 2.21 4.51 4.39 0.070
H 2.20 3.78 6.02 0.050
H 4.20 5.30 5.54 0.142
H 5.87 3.83 6.53 0.127
H 4.98 2.38 6.02 0.118
H 4.13 3.03 9.50 0.089
H 5.72 3.53 8.94 0.088
H 5.03 1.97 8.43 0.085
H 5.77 4.32 3.95 0.088
H 4.42 4.63 3.27 0.077
C -6.12 -5.68 1.46 -0.072
C -5.60 -5.01 0.19 -0.405
C -5.44 -3.51 0.46 -0.201
O -4.89 -2.88 -0.68 -0.202
C -4.45 -1.58 -0.43 -0.119
N -4.30 -5.59 -0.16 0.050
H -6.41 -6.70 1.18 0.084
H -7.05 -5.26 1.86 0.080
H -5.41 -5.74 2.28 0.081
H -6.39 -5.11 -0.56 0.142
H -4.68 -3.34 1.24 0.130
H -6.42 -3.09 0.70 0.133
H -4.09 -1.11 -1.35 0.061
H -3.59 -1.59 0.25 0.086
H -5.21 -0.91 -0.02 0.083
H -3.96 -5.99 0.71 0.082
H -3.64 -4.85 -0.38 0.055
C -1.13 1.72 -7.47 -0.049
C -2.55 1.92 -6.91 -0.389
C -3.58 1.34 -7.88 -0.213
O -3.50 2.02 -9.11 -0.182
C -4.41 1.55 -10.06 -0.126
N -2.70 1.22 -5.63 0.050
H -0.38 2.34 -7.00 0.049
H -1.14 2.07 -8.51 0.076
H -0.78 0.69 -7.44 0.066
H -2.68 3.00 -6.78 0.140
H -4.57 1.53 -7.45 0.121
H -3.51 0.25 -7.95 0.126
H -4.35 0.48 -10.31 0.087
H -4.26 2.12 -10.97 0.087
H -5.45 1.69 -9.72 0.086
H -2.64 0.21 -5.71 0.030
H -1.87 1.50 -5.11 0.036
C 1.73 1.07 7.53 -0.038
C 2.48 -0.11 6.95 -0.402
C 2.19 -1.44 7.63 -0.223
O 2.98 -2.45 7.06 -0.190
C 2.98 -3.64 7.79 -0.114
N 2.19 -0.18 5.50 0.061
H 1.70 0.93 8.61 0.087
H 0.69 1.03 7.17 0.065
H 2.10 2.05 7.25 0.051
H 3.56 0.05 7.06 0.132
H 1.11 -1.67 7.56 0.132
H 2.47 -1.30 8.68 0.130
H 2.00 -3.91 8.21 0.092
H 3.57 -3.61 8.71 0.090
H 3.32 -4.42 7.12 0.076
H 2.44 -1.11 5.17 0.046
H 1.19 -0.13 5.30 0.049
C 3.42 -2.94 -2.86 -0.043
C 3.01 -1.80 -1.91 -0.431
C 3.25 -2.17 -0.46 -0.221
O 2.66 -3.38 -0.13 -0.184
C 2.30 -3.57 1.23 -0.082
N 3.78 -0.63 -2.32 0.043
H 2.90 -3.88 -2.68 0.073
H 4.50 -3.11 -2.88 0.087
H 3.06 -2.64 -3.84 0.072
H 1.94 -1.63 -2.07 0.110
H 2.85 -1.37 0.20 0.107
H 4.33 -2.13 -0.24 0.130
H 1.40 -2.97 1.42 0.078
H 3.19 -3.26 1.79 0.075
H 2.12 -4.62 1.43 0.084
H 4.77 -0.89 -2.30 0.086
H 3.65 0.08 -1.59 0.053
C -6.23 -1.39 -3.74 -0.050
C -5.96 0.02 -4.20 -0.426
C -7.14 0.95 -3.97 -0.195
O -8.25 0.48 -4.72 -0.202
C -9.51 0.89 -4.25 -0.123
N -4.74 0.54 -3.57 0.034
H -5.43 -2.12 -3.86 0.070
H -7.16 -1.76 -4.17 0.081
H -6.43 -1.38 -2.66 0.074
H -5.80 -0.01 -5.29 0.135
H -6.97 1.99 -4.26 0.128
H -7.43 0.95 -2.91 0.119
H -10.25 0.65 -5.01 0.087
H -9.56 1.89 -3.83 0.086
H -9.76 0.23 -3.40 0.087
H -4.13 -0.27 -3.60 0.050
H -4.29 1.19 -4.22 0.047
C -0.29 -1.73 -5.34 -0.051
C -1.51 -2.09 -6.20 -0.398
C -1.30 -3.50 -6.77 -0.201
O -2.44 -3.86 -7.55 -0.172
C -2.47 -5.20 -7.92 -0.120
N -2.69 -2.03 -5.30 0.060
H 0.61 -2.06 -5.86 0.076
H -0.34 -2.20 -4.36 0.060
H -0.24 -0.65 -5.20 0.064
H -1.67 -1.35 -6.98 0.114
H -0.98 -4.17 -5.97 0.123
H -0.44 -3.42 -7.45 0.128
H -1.88 -5.35 -8.84 0.089
H -3.48 -5.57 -8.13 0.089
H -2.08 -5.91 -7.18 0.063
H -3.47 -2.36 -5.87 0.077
H -2.59 -2.73 -4.58 0.039
C 5.70 3.07 -0.27 -0.041
C 4.29 3.18 0.27 -0.426
C 3.28 4.00 -0.54 -0.203
O 3.58 5.36 -0.30 -0.178
C 2.97 6.26 -1.19 -0.111
N 3.84 1.79 0.46 0.055
H 5.63 2.53 -1.22 0.064
H 6.30 2.41 0.36 0.065
H 6.11 4.08 -0.30 0.083
H 4.16 3.64 1.26 0.114
H 2.24 3.84 -0.23 0.115
H 3.41 3.69 -1.59 0.123
H 3.34 7.28 -1.09 0.086
H 1.89 6.33 -1.07 0.073
H 3.25 6.02 -2.22 0.088
H 4.32 1.33 1.22 0.033
H 2.87 1.75 0.76 0.041
C -1.16 -0.30 -1.97 -0.041
C -0.30 0.64 -1.14 -0.383
C 0.09 0.00 0.17 -0.200
O 0.91 0.75 1.03 -0.192
C 1.13 0.08 2.26 -0.121
N 0.91 0.90 -1.96 0.062
H -1.41 0.19 -2.92 0.067
H -2.07 -0.63 -1.46 0.049
H -0.63 -1.23 -2.21 0.068
H -0.78 1.62 -1.07 0.117
H 0.51 -1.01 0.08 0.122
H -0.91 -0.19 0.63 0.116
H 1.50 0.80 2.99 0.071
H 1.90 -0.70 2.18 0.072
H 0.23 -0.33 2.71 0.060
H 1.47 0.07 -2.05 0.028
H 1.48 1.61 -1.52 0.067
C -2.46 0.30 3.32 -0.055
C -2.20 0.09 4.81 -0.421
C -3.48 -0.30 5.56 -0.190
O -3.17 -0.66 6.89 -0.191
C -2.81 0.42 7.73 -0.106
N -1.15 -0.91 5.00 0.067
H -2.68 -0.65 2.82 0.082
H -1.67 0.83 2.80 0.049
H -3.32 0.96 3.16 0.071
H -1.90 1.07 5.21 0.111
H -3.99 -1.12 5.04 0.131
H -4.17 0.55 5.53 0.125
H -1.81 0.83 7.57 0.062
H -2.79 0.02 8.74 0.092
H -3.53 1.24 7.70 0.095
H -1.35 -1.73 4.43 0.073
H -1.26 -1.16 5.98 0.071
C 0.68 -7.66 4.27 -0.056
C 1.86 -6.76 3.95 -0.434
C 1.90 -5.44 4.71 -0.168
O 0.95 -4.56 4.10 -0.171
C 1.27 -3.20 4.16 -0.159
N 3.11 -7.50 4.18 0.029
H 0.86 -8.64 3.83 0.074
H -0.29 -7.30 3.92 0.076
H 0.61 -7.78 5.36 0.079
H 1.84 -6.50 2.89 0.121
H 2.86 -4.93 4.62 0.121
H 1.57 -5.56 5.75 0.125
H 0.54 -2.55 3.68 0.065
H 2.27 -2.89 3.85 0.077
H 1.17 -2.79 5.17 0.069
H 3.32 -8.11 3.41 0.071
H 3.93 -6.96 4.38 0.061
C 2.70 0.70 -5.81 -0.061
C 4.22 0.79 -5.79 -0.409
C 4.66 2.01 -4.96 -0.235
O 6.01 2.28 -5.19 -0.192
C 6.57 3.37 -4.49 -0.096
N 4.76 -0.44 -5.18 0.035
H 2.35 0.62 -4.78 0.070
H 2.30 -0.19 -6.31 0.068
H 2.29 1.55 -6.36 0.072
H 4.73 0.94 -6.75 0.136
H 4.43 1.89 -3.89 0.117
H 4.08 2.87 -5.33 0.112
H 6.35 4.28 -5.05 0.087
H 7.65 3.22 -4.47 0.087
H 6.21 3.42 -3.47 0.070
H 5.66 -0.24 -4.77 0.060
H 4.13 -0.64 -4.40 0.009
C 5.64 -1.29 2.70 -0.049
C 5.54 -0.17 3.74 -0.405
C 6.83 0.64 3.67 -0.228
O 7.89 -0.04 4.27 -0.164
C 8.99 0.78 4.56 -0.122
N 4.38 0.69 3.42 0.046
H 5.54 -0.85 1.71 0.069
H 4.81 -2.00 2.74 0.050
H 6.58 -1.80 2.92 0.082
H 5.34 -0.57 4.74 0.136
H 6.63 1.60 4.17 0.105
H 7.03 0.97 2.64 0.129
H 9.37 1.38 3.73 0.089
H 9.83 0.17 4.89 0.087
H 8.75 1.48 5.37 0.085
H 3.62 0.45 4.07 0.020
H 4.46 1.64 3.81 0.027
C -2.48 -7.17 -4.63 -0.070
C -2.81 -6.56 -3.27 -0.440
C -2.74 -4.99 -3.35 -0.185
O -1.45 -4.41 -3.18 -0.207
C -0.96 -4.47 -1.86 -0.090
N -4.06 -7.07 -2.74 0.036
H -1.45 -6.90 -4.88 0.079
H -3.12 -6.84 -5.45 0.062
H -2.61 -8.25 -4.56 0.077
H -1.98 -6.82 -2.61 0.123
H -3.37 -4.66 -2.52 0.096
H -3.13 -4.68 -4.32 0.112
H 0.03 -4.03 -1.88 0.082
H -0.90 -5.49 -1.46 0.087
H -1.56 -3.79 -1.23 0.084
H -4.84 -6.76 -3.33 0.074
H -4.25 -6.56 -1.86 0.020
C -0.04 4.89 -2.51 -0.055
C -0.32 4.18 -3.83 -0.423
C 0.90 4.31 -4.76 -0.202
O 1.25 5.67 -4.87 -0.201
C 2.30 5.92 -5.79 -0.103
N -0.66 2.80 -3.65 0.062
H -0.90 4.85 -1.84 0.070
H 0.22 5.94 -2.64 0.070
H 0.79 4.34 -2.04 0.058
H -1.12 4.75 -4.32 0.141
H 0.65 3.84 -5.72 0.103
H 1.79 3.79 -4.38 0.119
H 3.27 5.57 -5.42 0.075
H 2.28 6.99 -5.97 0.088
H 2.13 5.33 -6.69 0.086
H -1.47 2.71 -3.04 0.037
H 0.12 2.33 -3.20 0.032
C -0.92 3.93 6.64 -0.050
C -1.49 4.88 5.64 -0.437
C -1.49 4.25 4.24 -0.183
O -0.15 4.21 3.80 -0.203
C 0.12 3.57 2.58 -0.094
N -2.86 5.34 6.01 0.030
H -1.54 3.03 6.70 0.064
H -0.98 4.41 7.62 0.086
H 0.10 3.66 6.41 0.059
H -0.91 5.81 5.58 0.140
H -2.08 4.81 3.51 0.126
H -1.89 3.23 4.34 0.111
H -0.30 2.56 2.48 0.067
H 1.21 3.57 2.50 0.080
H -0.32 4.10 1.72 0.083
H -2.95 6.27 5.60 0.069
H -2.75 5.62 6.99 0.063
```

=====

Out of the structures above, which one is the least stable? Solution: one.